No. 1
9 unconnected molecules or ions with the total composition C9H27N9O18. Source: OMol25; level of theory: the ωB97M-V functional and the def2-TZVPD basis.

Values from the calculation:
Spin multiplicity: 1
Energy relative to the best compared isomer or geometry (same formula, charge and spin), kcal/mol: 257.19
SMILES string: C[N+](=O)[O-].C[N+](=O)[O-].C[N+](=O)[O-].C[N+](=O)[O-].C[N+](=O)[O-].C[N+](=O)[O-].C[N+](=O)[O-].C[N+](=O)[O-].C[N+](=O)[O-]

Element x y z (Å)
1 C 0.19002 0.86221 -0.13304
2 N -0.51370 -0.44896 -0.33156
3 O 0.12622 -1.33672 -0.83168
4 O -1.65840 -0.55054 0.09252
5 H -0.39381 1.66518 -0.58302
6 H 1.19432 0.72966 -0.53541
7 H 0.21022 0.81816 0.95589
8 C -0.03708 1.24387 3.85170
9 N -0.34900 0.15971 2.93908
10 O -1.38883 -0.48440 3.17788
11 O 0.37940 -0.00832 1.96621
12 H 0.08503 0.73891 4.80992
13 H -0.83145 1.98987 3.87543
14 H 0.87182 1.75380 3.53235
15 C 1.85466 -1.50601 -2.17425
16 N 2.66468 -0.38241 -2.61483
17 O 2.29279 0.79104 -2.34103
18 O 3.67562 -0.55160 -3.27949
19 H 2.12221 -2.44580 -2.65729
20 H 0.78223 -1.33018 -2.25828
21 H 2.15900 -1.63216 -1.13522
22 C -1.09795 -3.45784 -1.13591
23 N -0.01858 -4.42870 -1.41845
24 O 0.70097 -4.14784 -2.37999
25 O 0.04998 -5.39915 -0.66281
26 H -1.90704 -3.64000 -1.84323
27 H -0.71184 -2.47273 -1.39773
28 H -1.31671 -3.50496 -0.06912
29 C 0.38323 4.56100 -2.44423
30 N -0.18756 4.14810 -1.17073
31 O 0.27334 3.10688 -0.77298
32 O -1.14202 4.69238 -0.68164
33 H 1.46442 4.68528 -2.38354
34 H -0.10854 5.39711 -2.94145
35 H 0.27424 3.70835 -3.11447
36 C -2.72618 -1.34583 1.71461
37 N -3.76936 -2.04094 2.47157
38 O -3.68167 -3.27240 2.65917
39 O -4.79702 -1.41296 2.75705
40 H -2.74548 -0.31987 2.08221
41 H -3.05620 -1.24462 0.68072
42 H -1.77653 -1.86107 1.85883
43 C -3.73775 -1.02699 -1.13866
44 N -3.02465 -1.25752 -2.39266
45 O -3.53147 -1.92085 -3.32176
46 O -1.86598 -0.85730 -2.43768
47 H -4.76523 -0.75583 -1.38127
48 H -3.24231 -0.17447 -0.67406
49 H -3.63208 -1.94205 -0.55591
50 C 2.72762 -0.84252 1.05494
51 N 3.59618 -0.29730 -0.04476
52 O 3.85202 0.88332 -0.03301
53 O 4.07770 -1.08642 -0.82315
54 H 2.80174 -0.10883 1.85761
55 H 3.22603 -1.76946 1.33865
56 H 1.72581 -0.92606 0.63363
57 C 2.64619 2.64409 1.25404
58 N 1.27667 3.18013 1.60087
59 O 1.22653 4.28398 2.16993
60 O 0.24452 2.51345 1.38689
61 H 2.49214 1.88646 0.48569
62 H 3.22665 2.24505 2.08587
63 H 3.14023 3.50362 0.80101



No. 2
A molecular structure, C12H24F5KO7Te2. Source: OMol25; level of theory: the ωB97M-V functional and the def2-TZVPD basis.

Values from the calculation:
Spin multiplicity: 1
Total charge: -2
Energy relative to the best compared isomer or geometry (same formula, charge and spin), kcal/mol: 0.00

Element x y z (Å)
1 K 1.03476 1.34274 0.69877
2 C 1.02613 -2.77109 -0.26564
3 C -0.31596 -3.18821 -0.85813
4 O -1.35840 -2.27343 -0.60392
5 C -2.21521 -2.49681 0.49367
6 C -1.54042 -2.71168 1.84678
7 O -0.44619 -1.88628 2.08286
8 C -0.59897 -0.66283 2.79600
9 C -1.59467 0.33693 2.23927
10 O -1.53835 0.39681 0.81014
11 C -2.14724 1.57584 0.29361
12 C -2.67208 1.33362 -1.10677
13 O -1.72047 1.52245 -2.13600
14 C -0.87229 0.40701 -2.40176
15 C 0.43180 0.93719 -2.97294
16 O 1.40217 1.11876 -1.96293
17 C 2.46371 0.17479 -1.95296
18 C 2.01370 -1.26160 -1.80256
19 O 1.35772 -1.43427 -0.56655
20 H 1.79937 -3.45570 -0.64705
21 H 1.01496 -2.83787 0.81822
22 H -0.55829 -4.20012 -0.49657
23 H -0.24231 -3.24837 -1.94883
24 H -2.85386 -3.37723 0.30308
25 H -2.84763 -1.61095 0.52516
26 H -1.16575 -3.74102 1.91391
27 H -2.31426 -2.60874 2.62438
28 H 0.38881 -0.19486 2.82746
29 H -0.89576 -0.86027 3.83629
30 H -1.27836 1.29091 2.68093
31 H -2.63560 0.10753 2.52190
32 H -1.43378 2.41201 0.27444
33 H -2.98611 1.86687 0.93951
34 H -3.45658 2.06839 -1.30633
35 H -3.11732 0.33071 -1.16822
36 H -1.37575 -0.25973 -3.11942
37 H -0.68051 -0.16587 -1.49172
38 H 0.24081 1.91812 -3.41600
39 H 0.81290 0.27913 -3.76334
40 H 3.12013 0.44902 -1.11955
41 H 3.03998 0.25648 -2.88573
42 H 2.91060 -1.89665 -1.84544
43 H 1.35441 -1.56272 -2.63245
44 Te 4.43245 1.11954 1.63887
45 F 0.87237 1.68846 3.05431
46 Te 2.50196 4.03692 1.67403
47 F 4.27887 4.75073 1.94285
48 F 1.82436 5.89022 2.13812
49 F 0.62526 3.72027 0.82234
50 F 2.65041 4.88086 0.01284
51 O 3.26446 2.49399 0.66107



No. 3
A single C6H7NO3 molecule. Source: OMol25; level of theory: the ωB97M-V functional and the def2-TZVPD basis.

Values from the calculation:
Spin multiplicity: 1
Energy relative to the best compared isomer or geometry (same formula, charge and spin), kcal/mol: 55.58
SMILES string: C[C@@H](C=O)C(=O)NC=C=O

Element x y z (Å)
1 C -0.65795 -1.32168 1.12208
2 C -0.15300 -0.71467 -0.11315
3 C -0.00479 -1.86779 -1.12944
4 O 0.99977 -2.50517 -1.24195
5 C -1.06569 0.48087 -0.49001
6 O -2.20427 0.41694 -0.81332
7 N -0.41847 1.68831 -0.44728
8 C 0.80983 2.15047 0.04845
9 C 1.93792 1.56228 0.22073
10 O 3.01834 1.25950 0.47441
11 H -1.56703 -1.71961 0.96750
12 H -0.51535 -0.71481 1.93357
13 H -0.00396 -2.15377 1.41588
14 H 0.79993 -0.34298 0.16052
15 H -0.89539 -2.03769 -1.69852
16 H -0.90261 2.59409 -0.60144
17 H 0.82272 3.22571 0.19197



no.,Kohn-Sham gap (eV)
1,8.746
2,3.591
3,8.655